(1)
Molecular formula: C3H5N3O
Method: DFT, ωB97M-V with the def2-TZVPD basis set

Geometry as ORCA input:
```
! RIJCOSX wB97M-V def2-TZVPD def2/J DEFGRID3
* xyz 0 1
C -2.26 0.07 -0.04
N -1.16 -0.88 -0.04
C 0.02 -0.44 -0.02
N 0.54 0.88 -0.01
C 1.80 0.74 -0.04
N 2.24 -0.56 -0.16
O 1.08 -1.34 -0.03
H -2.82 -0.07 0.89
H -1.95 1.12 -0.14
H -2.94 -0.18 -0.86
H 2.53 1.55 -0.03
H 2.93 -0.90 0.50
*
```

Results
SMILES: C/N=c1\nc[nH]o1
F_max (eV/Å): 0.6
Lowest unoccupied orbital energy (eV): 0.70
Orbital gap (eV): 9.6

(2)
Molecular formula: C3H5N3O
Method: DFT, ωB97M-V with the def2-TZVPD basis set

Geometry as ORCA input:
```
! RIJCOSX wB97M-V def2-TZVPD def2/J DEFGRID3
* xyz 0 1
N 1.96 0.62 -0.02
C 0.65 0.36 -0.21
C -0.13 -0.76 0.46
N -1.10 -0.99 -0.64
C -1.36 0.42 -0.65
O -2.30 0.88 -0.04
N -0.15 1.10 -0.91
H 2.50 0.06 0.61
H 2.28 1.55 -0.24
H 0.45 -1.65 0.76
H -1.94 -1.43 -0.26
H -0.85 -0.16 1.16
*
```

Results
F_max (eV/Å): 2.8
Lowest unoccupied orbital energy (eV): 0.65
Orbital gap (eV): 10.3

(3)
Molecular formula: C3H5N3O
Method: DFT, ωB97M-V with the def2-TZVPD basis set

Geometry as ORCA input:
```
! RIJCOSX wB97M-V def2-TZVPD def2/J DEFGRID3
* xyz 0 1
C 0.68 2.03 0.59
O -0.37 1.42 -0.23
C -0.32 0.13 -0.24
N 0.53 -0.74 0.38
C 0.11 -1.92 -0.01
N -0.99 -1.79 -0.73
N -1.38 -0.45 -0.91
H 0.53 1.79 1.66
H 1.57 1.79 0.16
H 0.51 3.09 0.29
H 0.59 -2.89 0.31
H -1.46 -2.47 -1.26
*
```

Results
SMILES: COc1nc[nH]n1
F_max (eV/Å): 4.6
Lowest unoccupied orbital energy (eV): 1.00
Orbital gap (eV): 9.9

Repeat the first record exactly.
Molecular formula: C3H5N3O
Method: DFT, ωB97M-V with the def2-TZVPD basis set

Geometry as ORCA input:
```
! RIJCOSX wB97M-V def2-TZVPD def2/J DEFGRID3
* xyz 0 1
C -2.26 0.07 -0.04
N -1.16 -0.88 -0.04
C 0.02 -0.44 -0.02
N 0.54 0.88 -0.01
C 1.80 0.74 -0.04
N 2.24 -0.56 -0.16
O 1.08 -1.34 -0.03
H -2.82 -0.07 0.89
H -1.95 1.12 -0.14
H -2.94 -0.18 -0.86
H 2.53 1.55 -0.03
H 2.93 -0.90 0.50
*
```

Results
SMILES: C/N=c1\nc[nH]o1
F_max (eV/Å): 0.6
Lowest unoccupied orbital energy (eV): 0.70
Orbital gap (eV): 9.6